1.
# C4H6BrF

A 2-piece molecular cluster, C4H6BrF overall (ωB97M-V/def2-TZVPD, OMol25).

Last column: Mulliken charge in e.
Atoms and positions in Å:
Br 2.16176 0.49249 -0.35079  -0.18
F -2.30700 0.38036 0.20789  -0.18
C -0.71532 2.19264 -0.52709  -0.49
C 0.87178 -0.62911 0.56326  -0.53
C -1.30823 1.13932 -0.09406  0.37
C 0.39497 -1.84817 -0.01327  -0.68
H -1.14772 3.17739 -0.63480  0.28
H 1.23011 -2.59072 0.10325  0.32
H 0.80381 -0.55013 1.60061  0.49
H 0.04405 -1.89039 -1.09128  0.27
H -0.35941 -2.11563 0.72190  0.27
H 0.33119 2.24196 -0.48561  0.06

Force components x, y, z for each atom (eV/Å):
-0.4 -1.0 0.7
-1.0 0.9 -0.2
-1.9 1.7 0.4
0.2 2.6 -2.1
2.3 -2.6 0.6
0.5 -1.8 -1.0
-0.6 0.2 -0.4
-0.7 0.1 -0.3
0.4 0.6 1.4
0.3 0.4 1.4
-0.5 -0.7 -0.5
1.4 -0.4 -0.1

Values from the calculation:
HOMO level (spin up / spin down)   -8.1 / -7.9 eV
Energy relative to the best compared isomer or geometry (same formula, charge and spin)   4.577 eV


2.
# C49H60Br9N5O22

C49H60Br9N5O22 as an isolated structure (ωB97M-V/def2-TZVPD, OMol25).

Last column: Mulliken charge in e.
Atoms and positions in Å:
Br -5.87384 -4.32749 -2.36788  -0.04
Br 3.35929 5.29603 -5.45288  -0.07
Br 2.75105 0.02744 4.95493  -0.06
Br -3.93517 -4.24099 -4.93197  -0.05
Br 3.80934 3.16504 -3.06822  0.00
Br 2.86027 2.11150 -6.05016  -0.04
Br 1.84274 -2.91940 3.60126  -0.07
Br -4.51210 -1.58014 -3.29890  0.06
Br -0.14881 -0.49120 3.62699  0.04
O -7.02891 -4.47460 2.37673  -0.61
O -2.87510 1.66201 -3.21988  -0.50
O -7.22153 2.44625 -2.49984  -0.59
O -0.18708 -5.75856 -1.40716  -0.36
O 1.66358 4.80593 -0.25914  -0.62
O 6.31821 -2.83643 1.72958  -0.27
O 0.38046 -4.36698 -2.94216  -0.38
O -5.54293 0.59806 2.62154  -0.42
O 5.30155 -2.52608 3.69460  -0.56
O -5.16028 1.06029 0.58443  -0.54
O -6.38462 2.32038 -4.44690  -0.63
O -0.82960 -3.61202 -1.20178  -0.16
O -1.15735 2.23668 -4.34261  -0.72
O 4.31963 -1.86155 1.85895  0.06
O 6.47418 0.01599 -4.18253  -0.57
O 2.59859 2.93026 0.11353  -0.51
O 5.32245 -1.61848 -3.14179  -0.30
O -2.72133 4.61758 4.37339  -0.64
O 7.47716 -1.69125 -3.11989  -0.27
O -2.78602 6.31514 3.04376  -0.65
O -6.66440 -4.18307 4.48852  -0.61
O -3.62039 -0.15606 1.70303  -0.26
N -1.67682 1.61460 -3.44146  1.11
N -6.48453 2.87257 -3.37178  1.11
N -6.33444 -4.20803 3.32876  1.05
N 2.13672 3.98833 0.51246  1.13
N -2.51005 5.16709 3.31670  1.24
C 1.10900 5.50690 3.75480  -0.44
C -0.91531 2.36903 1.30987  0.36
C 8.74579 -1.22863 -3.55943  -0.13
C 1.74272 -0.97311 3.58542  0.35
C 1.07687 5.12839 2.43136  -0.35
C -0.43756 -6.00813 0.01233  0.24
C -3.92376 6.05686 -2.31730  -0.72
C 3.00026 3.69664 2.79312  -0.73
C -0.91795 0.75893 -2.56317  -0.03
C -2.25225 -3.29569 2.47681  -0.30
C -5.27752 0.07163 3.92524  0.26
C 2.07804 4.28856 1.94720  0.22
C -4.67273 0.43640 1.64267  0.65
C -0.75015 -0.75043 -0.71753  0.59
C 7.25032 -3.70337 2.35074  -0.39
C -4.35090 -4.30002 1.81918  -0.87
C 9.81331 -2.16435 -3.00423  -1.25
C 0.45233 0.95178 -2.57432  -0.78
C -1.37135 3.12997 2.36637  -0.39
C -3.00213 -4.01945 1.56101  -0.18
C 0.61649 -0.46825 -0.62988  -0.99
C 6.40554 -1.02398 -3.57725  0.70
C 2.96148 4.09142 4.12976  -0.37
C -4.14804 -3.21416 3.95349  -0.42
C 2.02878 4.96942 4.63876  -0.89
C -0.27107 -4.49684 -1.78307  0.58
C -5.34476 1.02522 5.08728  -1.29
C -4.28059 -3.52301 -3.17981  0.69
C -4.53933 4.29966 -3.84670  -0.28
C 5.35583 -2.38170 2.51757  0.50
C 8.00111 -4.61570 1.32255  -0.97
C -0.02253 -3.34037 -3.79900  -0.30
C -5.97112 4.78894 -1.96438  -0.58
C 2.80681 3.54974 -4.70447  -0.18
C -2.85611 -2.90643 3.65803  -0.63
C 4.03074 -1.06928 -3.37594  -0.29
C -2.07026 4.29630 2.19863  -0.76
C -1.50311 -0.11638 -1.67248  0.41
C 1.21209 0.40501 -1.52634  0.68
C -1.07989 2.86700 0.03845  0.71
C -4.30676 1.24141 -0.53639  1.25
C -5.64625 4.03000 -3.08374  0.03
C -1.76754 4.07370 -0.19327  -0.53
C -3.69875 5.33561 -3.48079  -0.32
C -4.92875 -3.88996 3.01824  -0.04
C 0.48512 -7.15168 0.37982  -1.46
C -5.03153 5.71560 -1.53392  -0.11
C -2.24514 4.78100 0.89055  -0.52
C 4.46133 -1.40762 0.53630  -0.76
H 1.22069 -0.89731 0.16134  0.44
H 3.80362 -0.55452 0.37384  0.14
H 10.82662 -1.87319 -3.29032  0.38
H 2.13542 5.42008 5.61596  0.43
H 8.84069 -1.38308 -4.63539  0.28
H 3.65038 -1.38046 -4.34820  0.39
H -3.25192 6.86064 -2.04951  0.43
H 7.38742 -5.47763 1.09016  0.31
H -1.22109 -3.04705 2.26961  0.30
H -5.21958 6.19380 -0.58048  0.40
H -4.98829 -4.70815 1.05022  0.43
H -2.58036 -0.21165 -1.66012  -0.57
H -1.75790 4.40151 -1.22351  0.43
H -4.59917 0.44361 -1.21633  0.24
H -6.24225 1.64026 5.12181  0.33
H 0.69158 -3.13506 -4.59334  0.38
H 0.17055 -7.55053 1.34672  0.39
H -5.82486 -0.87062 4.02434  0.35
H -1.47362 -6.31007 0.12417  0.31
H 7.98135 -3.13702 2.92577  0.33
H 3.82557 3.07279 2.48597  0.49
H 0.37956 5.58173 1.74144  0.75
H -0.14470 -2.33945 -3.36020  0.01
H 3.36730 -1.48026 -2.62095  0.00
H 9.82174 -2.33621 -1.92869  0.28
H -4.70259 -2.93324 4.84150  0.62
H 1.54226 -6.91915 0.50600  0.31
H -2.18908 -2.38602 4.33630  0.54
H 9.73364 -3.14621 -3.48122  0.32
H -6.84707 4.57646 -1.37154  0.43
H -0.10665 -5.12815 0.55989  0.15
H 3.84413 3.87881 4.72390  0.43
H -2.61901 -4.29562 0.58825  0.56
H -1.17065 2.76492 3.37028  0.45
H -5.25981 0.46297 6.01664  0.37
H -4.46094 2.20956 -1.01878  -0.20
H 2.13468 -0.63812 2.63661  -0.33
H -0.63580 2.31064 -0.77869  -0.42
H 0.98804 1.57555 -3.27468  -0.08
H -1.01043 -3.45860 -4.25492  0.09
H -4.48719 1.70059 5.07136  0.24
H 8.22476 -3.95430 0.48904  0.19
H -3.24325 1.30529 -0.32497  -0.64
H 2.27224 0.61178 -1.48259  0.52
H 5.44594 -1.01400 0.25114  0.45
H -4.19771 3.74138 -4.70708  0.40
H 0.41285 -7.87864 -0.43042  0.36
H -1.16394 -1.50835 -0.06893  -0.05
H -2.69021 5.76121 0.78303  0.62
H 4.08951 0.01583 -3.32229  0.18
H 8.90432 -0.21199 -3.20461  0.31
H -4.28467 -0.38351 3.80947  -0.11
H -2.79877 5.53028 -4.04985  0.42
H 8.91284 -4.89274 1.84572  0.35
H 4.35965 -2.17931 -0.23014  0.32
H -0.32615 1.47221 1.43400  -0.03
H 6.77539 -4.41532 3.02526  0.33
H 1.76977 3.64163 -4.41376  0.22
H -3.35622 -3.56996 -2.61905  -0.68
H 0.33065 6.21650 4.01634  0.45

Force components x, y, z for each atom (eV/Å):
1.0 0.2 -0.2
-0.3 -1.0 0.3
-0.5 -0.8 -0.6
0.0 -0.1 0.2
-0.4 0.0 -0.8
0.1 0.7 0.7
0.2 0.6 0.3
-0.1 -0.3 -0.1
0.4 0.2 0.0
-0.6 -0.2 0.0
-0.3 0.0 0.2
0.1 0.6 0.4
0.2 0.0 0.5
0.0 0.2 0.5
0.0 0.0 -0.9
0.1 -0.5 -0.2
-1.2 0.8 0.6
0.2 0.1 1.1
0.0 0.9 0.1
0.4 0.4 -0.5
-0.5 0.5 0.4
0.7 0.0 0.1
0.0 0.7 -0.2
-0.4 -0.2 -0.3
0.3 -0.1 0.9
-0.4 -1.3 0.6
0.4 0.1 0.5
-0.7 -0.6 0.0
0.4 0.3 0.3
-0.5 0.0 0.4
0.0 0.0 0.0
-1.6 -0.2 -0.5
-0.5 -1.2 -0.2
1.1 0.2 -0.7
-0.7 0.0 -1.2
-0.9 -1.2 -0.9
-1.2 -0.1 -0.2
0.3 0.6 -0.5
1.1 -0.7 0.3
-0.3 0.1 0.3
0.9 0.2 -0.8
1.5 -0.2 -0.5
-0.5 -0.5 0.0
-0.1 0.7 0.5
1.9 0.1 -0.2
-0.5 -0.7 -0.6
1.6 -2.0 -0.7
-0.1 -0.7 0.2
0.7 -0.1 0.1
1.1 -0.3 0.2
1.3 -1.7 0.1
-0.3 0.5 0.0
0.3 -0.8 -0.1
1.0 -0.1 1.0
-0.2 -0.9 2.0
-0.8 0.1 -0.1
-0.1 0.3 0.1
1.0 1.3 0.2
1.1 0.0 0.2
-2.0 -0.3 0.1
0.2 0.8 -0.6
0.2 -0.3 -0.6
0.2 0.4 -0.2
-0.5 0.9 -0.3
0.9 0.0 -0.7
-0.5 -0.7 0.0
-0.8 1.9 1.1
-0.8 2.5 -0.8
1.0 -0.3 0.2
0.4 0.2 -0.2
1.6 0.4 0.4
0.1 0.4 -0.4
0.5 0.6 -1.8
-1.3 0.3 0.1
-0.4 -0.4 -0.8
-0.3 0.2 -0.4
-0.1 0.1 -0.7
-0.5 0.3 0.4
1.0 -1.1 0.2
0.3 0.4 0.5
1.5 -0.1 -0.3
-0.2 -0.4 0.1
-0.3 0.6 0.0
-0.2 0.6 0.4
1.0 0.6 -1.7
-0.1 -0.2 0.0
-0.4 -0.3 0.1
-0.2 0.5 0.0
-0.1 -0.4 0.2
-0.4 0.8 -0.1
0.1 0.1 -0.1
0.0 -0.1 0.2
0.1 0.0 -0.4
0.0 0.1 0.1
0.1 0.3 -0.1
0.1 -0.3 0.0
0.2 -0.2 -0.2
-0.5 0.5 0.1
0.6 0.1 -0.3
-0.1 -0.2 -0.1
0.3 -0.8 0.1
-0.1 -0.3 -0.2
-0.9 0.5 0.2
-0.1 0.4 0.2
-0.1 0.2 0.0
-0.2 -0.1 -0.4
0.0 -0.1 0.0
0.3 -0.4 0.8
0.1 0.0 0.2
-0.3 0.3 0.1
0.6 0.1 0.3
-0.1 0.5 -0.3
-0.5 0.1 0.3
-0.4 0.0 0.2
0.0 -0.1 -0.1
-0.8 0.2 0.1
-0.3 -0.5 0.2
0.2 0.0 0.1
-0.1 0.2 0.0
-0.2 -0.1 0.0
-0.8 -0.1 0.2
0.1 -0.1 0.0
-0.1 0.3 0.0
-0.4 0.2 -0.2
0.1 -0.8 0.0
0.0 0.1 -0.1
0.2 -0.5 -0.5
0.0 -0.7 0.5
0.0 0.1 0.1
0.2 0.0 0.8
-0.6 -0.4 0.1
0.0 -0.4 0.4
-0.3 0.3 0.1
-0.1 -0.1 -0.2
-0.2 0.1 0.0
-0.1 0.1 -0.5
0.3 0.5 0.5
-0.1 0.0 -0.2
0.1 -0.3 -0.3
-0.7 -0.2 0.3
-0.2 -0.1 0.3
-0.4 0.5 0.3
0.0 0.1 0.0
-0.3 -0.7 0.4
0.3 0.0 0.5

Values from the calculation:
HOMO level   -9.9 eV


3.
# C5H6Cl2

One molecule with the formula C5H6Cl2 (ωB97M-V/def2-TZVPD, OMol25).

Last column: Mulliken charge in e.
Atoms and positions in Å:
Cl 2.92818 1.04433 0.29162  -0.16
Cl 1.62057 -1.82201 -0.20022  -0.21
C -1.93404 -0.56184 0.49650  -0.63
C 1.22607 0.98448 0.12601  0.01
C 0.52841 -0.40055 -0.02308  0.61
C 0.48820 0.62962 -1.14926  -0.64
C -0.67359 -0.79272 0.76117  -0.54
H -2.70168 -0.86958 1.33271  0.21
H 1.10389 0.27352 -2.09393  0.22
H -2.17355 -0.06009 -0.47550  0.18
H -0.52416 -1.18607 1.66334  0.40
H -0.51804 0.93585 -1.47156  0.25
H 0.62974 1.82507 0.74223  0.29

Force components x, y, z for each atom (eV/Å):
0.5 0.3 -0.2
-0.4 0.6 0.0
-1.9 0.3 0.1
-3.5 1.2 1.0
0.3 0.6 -0.2
1.5 -2.5 -2.3
0.3 1.8 -2.3
1.3 0.8 -2.3
-1.1 1.0 2.2
-0.5 -0.6 1.1
1.3 -1.8 3.5
0.7 0.6 0.6
1.6 -2.3 -1.1

Values from the calculation:
HOMO level   -9.8 eV
SMILES string   C=C[C@@]1(Cl)C[C@@H]1Cl
Energy relative to the best compared isomer or geometry (same formula, charge and spin)   1.363 eV


Number 1: energy -76999.5113 eV. Number 2: energy -734648.4928 eV. Number 3: energy -30324.6845 eV.